a) This record from the OMol25 dataset describes one molecule with the formula C6H13NO2S. The level of theory is ωB97M-V/def2-TZVPD.

Each line ends with the Löwdin charge.
Positions of all 23 atoms, in Å:
C 0.54927 -1.51909 0.97824  -0.0952
C 1.27774 -1.47001 -0.36367  -0.0685
C 0.04321 -0.64210 -0.08573  -0.5282
C -0.08816 1.61893 -1.36619  -0.0176
C 1.40273 1.49146 0.72709  -0.0031
C 0.20746 0.93257 0.01723  -0.4614
N -2.28393 -1.40550 0.54246  -0.1318
O -1.14285 -2.42840 -1.60908  -0.4559
O -0.99431 1.29760 0.87310  -0.0429
S -1.41704 -1.16291 -1.02038  0.9343
H -0.12193 -2.26857 1.37733  0.0980
H 1.10668 -1.00756 1.78266  0.1149
H 2.30270 -0.98102 -0.20884  0.1257
H 1.15852 -2.09157 -1.19983  0.0694
H 0.60593 1.18406 -2.05551  0.0889
H 0.07722 2.67153 -1.34120  0.0781
H -1.06463 1.32533 -1.59835  0.0334
H 1.41913 2.52174 0.54333  0.0839
H 1.38150 1.19929 1.69407  0.0555
H 2.20882 0.95079 0.33804  0.0653
H -3.16841 -1.77055 0.25316  0.0210
H -2.31241 -0.59888 1.10080  0.0103
H -1.14724 2.15286 0.62128  0.0258

***

b) This record from the OMol25 dataset describes C6H13NO2S as an isolated structure. The level of theory is ωB97M-V/def2-TZVPD.

Each line ends with the Löwdin charge.
Positions of all 23 atoms, in Å:
C -1.04081 -0.62680 -0.83064  -0.1091
C 0.33863 -0.59253 -1.43567  -0.2337
C -0.92186 0.29775 0.41058  -0.5669
C -1.52217 -0.28036 1.65480  -0.0563
C -1.39251 1.70066 0.05266  -0.0485
C 2.54755 -0.92904 -0.57340  -0.1171
N 1.14519 -0.99464 -0.30886  -0.2415
O 1.23309 0.03859 2.00721  -0.2751
O 1.38462 1.56064 0.01681  -0.2965
S 0.83610 0.41030 0.68979  0.7207
H -1.71844 -0.29580 -1.48089  0.0749
H -1.27184 -1.64485 -0.43351  0.1437
H 0.53551 -1.30660 -2.19209  0.1232
H 0.60296 0.40504 -1.72272  0.1107
H -1.63809 0.46830 2.45443  0.1017
H -0.69687 -0.89698 2.08958  0.0918
H -2.35877 -0.84792 1.46052  0.0623
H -2.48103 1.77176 -0.28919  0.1257
H -0.71954 2.11886 -0.55492  0.0219
H -1.47624 2.23421 1.03217  0.1035
H 2.73893 -1.55136 -1.39767  0.0730
H 2.81356 0.17069 -0.92313  0.1296
H 3.06201 -1.20991 0.27413  0.0621

***

c) This record from the OMol25 dataset describes a 2-piece molecular cluster, C6H13NO2S overall. The level of theory is ωB97M-V/def2-TZVPD.

Each line ends with the Löwdin charge.
Positions of all 23 atoms, in Å:
C -2.21998 0.56456 -0.41699  -0.0817
C -0.03312 -1.29574 -1.33832  -0.0988
C 1.53371 0.03353 2.30681  -0.2220
C -1.14882 0.04158 0.53497  -0.2540
C 1.16176 1.24567 -0.83157  -0.0798
C 0.08238 -0.48273 -0.13217  -0.4234
N 0.30297 1.54046 -1.80628  -0.1328
O 0.38991 0.82601 -2.85190  -0.1124
O 0.66357 -2.33647 1.57368  -0.5070
S 1.39270 -1.22259 0.96571  0.8922
H -2.56926 -0.20612 -1.09667  0.0739
H -1.81706 1.38473 -1.00689  0.0618
H -3.07084 0.92475 0.15599  0.0779
H 0.75479 -2.04093 -1.41363  0.0868
H 0.07983 -0.62379 -2.24907  0.0732
H -1.01111 -1.74816 -1.46595  0.1013
H 0.56241 0.26850 2.72289  0.0464
H 2.03172 0.91475 1.92367  0.0382
H 2.14458 -0.43363 3.07404  0.0505
H -1.55604 -0.79190 1.12157  0.1296
H -0.89308 0.84068 1.23341  0.1024
H 2.07550 0.68127 -1.01603  0.0975
H 1.14348 1.91555 0.01271  0.0803

***

In order of decreasing stability: b), a), c).

***

a) This record from the OMol25 dataset describes one molecule with the formula H2N2OS. The level of theory is ωB97M-V/def2-TZVPD.

Computed properties:
**Structure (SMILES)**: O/N=N/S

Each line ends with the Löwdin charge.
Positions of all 6 atoms, in Å:
O -0.36298 0.78437 -1.60680  -0.0969
N 0.56265 0.45732 -0.70462  -0.0618
N -0.43529 -0.00756 0.60332  -0.4815
S 0.49497 -0.44736 1.81112  0.6762
H 0.17537 0.53762 -2.35944  0.0870
H -0.43473 -1.32440 2.25642  -0.1229

***

b) This record from the OMol25 dataset describes a 2-piece molecular cluster, H2N2OS overall. The level of theory is ωB97M-V/def2-TZVPD.

Computed properties:
**Structure (SMILES)**: N#[N+][S-].O

Each line ends with the Löwdin charge.
Positions of all 6 atoms, in Å:
N 0.58313 -1.18075 1.29825  0.1650
N -0.38543 -0.57378 1.17816  -0.8427
S -1.71500 0.08846 1.17802  0.7369
O 0.19139 0.56392 -1.03689  -0.0872
H 0.98155 0.15298 -0.74126  0.0005
H 0.34436 0.94917 -1.87630  0.0274

***

In order of decreasing stability: b), a).

***

a) This record from the OMol25 dataset describes a 2-piece molecular cluster, C3H12N2O overall. The level of theory is ωB97M-V/def2-TZVPD.

Computed properties:
**2S+1**: 2
**Net charge**: +1

Each line ends with the Löwdin spin population.
Positions of all 18 atoms, in Å:
N 0.56759 0.42638 -1.19100  0.2956
C -0.10513 -0.74684 -0.81591  0.1465
C 0.15211 -1.89465 -1.81740  0.0688
C 0.34533 -1.34349 0.61262  0.1144
N 0.30186 -0.45577 1.69907  0.3055
H -0.00369 1.26008 -1.30003  0.0091
H 1.49133 0.63375 -0.82742  0.0120
H -1.17916 -0.55923 -0.82514  -0.0007
H 0.30516 -1.52172 -2.80753  0.0030
H 0.98067 -2.57158 -1.59565  0.0007
H -0.70537 -2.57150 -1.90050  0.0051
H 1.33115 -1.76006 0.55565  0.0070
H -0.32520 -2.18882 0.77945  0.0082
H -0.57902 -0.24931 2.16879  0.0076
H 0.88280 0.36618 1.62433  0.0152
H -0.85760 3.15576 0.34715  -0.0001
H -0.58828 2.80976 1.80211  0.0000
O -1.10134 3.40272 1.24381  0.0021

***

b) This record from the OMol25 dataset describes C3H12N2O as an isolated structure. The level of theory is ωB97M-V/def2-TZVPD.

Computed properties:
**2S+1**: 2
**Net charge**: +1

Each line ends with the Löwdin spin population.
Positions of all 18 atoms, in Å:
N 0.75926 0.88930 -0.92467  0.7866
C -0.35116 0.03441 0.45877  0.0654
C -0.99497 1.20620 1.16892  -0.0019
C -1.17503 -1.14250 0.00764  0.0064
N -0.40303 -2.06487 -0.91763  0.0062
H 1.09073 0.48934 -1.81860  0.0180
H 0.55767 -0.42952 0.86742  0.0249
H -0.31225 0.73747 -0.70030  0.0310
H -1.35119 1.84743 0.34983  0.0025
H -0.32482 1.77541 1.79311  0.0003
H -1.90525 0.95683 1.70533  -0.0020
H -1.60207 -1.70989 0.84422  0.0036
H -2.10872 -0.86557 -0.46740  0.0048
H 0.33901 -1.43751 -1.22253  0.0004
H -0.94923 -1.98057 -1.77893  0.0007
H 2.19457 0.48901 -0.08393  0.0046
H 3.58089 0.95159 0.23622  0.0005
O 2.95559 0.25345 0.48253  0.0481

***

In order of decreasing stability: a), b).

***

a) This record from the OMol25 dataset describes a 2-piece molecular cluster, C6H13O2 overall. The level of theory is ωB97M-V/def2-TZVPD.

Computed properties:
**2S+1**: 2
**Net charge**: -2

Each line ends with the Löwdin spin population.
Positions of all 21 atoms, in Å:
C -1.72940 0.47424 -1.13831  0.0372
C -1.17008 -0.60051 -2.08184  0.0638
C -1.83410 1.91024 -1.75786  0.4435
H -2.84218 0.28349 -0.91547  0.0179
H -1.35706 0.48853 -0.10388  0.0023
H -0.28531 -0.09924 -2.50077  0.0157
H -1.99648 -0.91263 -2.67413  0.0307
H -2.85449 2.23740 -1.71141  0.1166
H -1.23567 2.50645 -1.10106  0.0587
H -0.50550 -1.23391 -1.51200  0.0018
H -1.46890 1.94624 -2.78372  0.0924
C 1.85527 0.16580 1.22513  0.0048
C 1.06171 1.44175 1.18540  0.0611
C 0.96551 -1.19649 1.07459  0.0017
O -0.05505 -1.07276 1.78574  0.0026
O 1.42308 -2.05001 0.30275  0.0033
H 2.65114 0.10355 0.43988  0.0028
H 2.23142 0.00059 2.24219  0.0006
H 0.19831 1.56479 1.83130  0.0119
H 0.68053 1.46890 0.13411  0.0113
H 1.64606 2.30326 1.51676  0.0193

***

b) This record from the OMol25 dataset describes a 2-piece molecular cluster, C6H13O2 overall. The level of theory is ωB97M-V/def2-TZVPD.

Computed properties:
**2S+1**: 2
**Net charge**: -2

Each line ends with the Löwdin spin population.
Positions of all 21 atoms, in Å:
C -0.50661 1.37553 -1.83229  0.0058
O -0.54959 1.06024 -3.12966  0.0030
C 0.54588 0.49315 -1.00708  0.0075
C 0.01711 0.20812 0.35527  0.0242
C 1.09153 -0.18710 1.29136  0.0245
C 2.16593 -0.87117 1.01973  0.1978
C 0.87404 0.46486 2.62206  0.3504
H -1.55217 1.29425 -1.31971  0.0017
H -0.42577 2.48056 -1.56346  0.0016
H 1.59139 1.04222 -0.83046  0.0033
H 0.56664 -0.46875 -1.56230  0.0023
H -0.57972 -0.69298 0.44872  0.0077
H -0.64144 1.02162 0.69991  0.0099
H 3.00394 -1.22655 1.56321  0.0791
H 2.20110 -1.35920 0.05813  0.0185
H 1.22828 -0.21671 3.38469  0.1008
H -0.22972 0.66269 2.70108  0.0545
H 1.41717 1.37251 2.77226  0.0767
H -2.60955 -2.03531 -1.77653  0.0046
H -4.07742 -2.05683 -2.32999  0.0052
O -3.53102 -2.36114 -1.56494  0.0209

***

In order of decreasing stability: a), b).

***

a) This record from the OMol25 dataset describes one molecule with the formula C23H32N2O3. The level of theory is ωB97M-V/def2-TZVPD.

Computed properties:
**Structure (SMILES)**: COc1ccccc1C(=O)NCCC(=O)NCC[C@]12C[C@H]3C[C@H](C[C@H](C3)C1)C2

Each line ends with the Löwdin charge.
Positions of all 60 atoms, in Å:
C -0.89426 -0.65110 3.97466  -0.0668
O -1.37370 0.15549 2.92261  -0.1147
C -0.77074 1.35783 2.67751  -0.2209
C 0.18848 1.91229 3.51813  -0.0172
C 0.76849 3.13351 3.22308  -0.0673
C 0.41159 3.82119 2.07781  -0.0766
C -0.52832 3.26998 1.22968  -0.0247
C -1.13788 2.05102 1.51096  -0.0684
C -2.10121 1.55099 0.49075  -0.4407
O -2.01381 1.89541 -0.68357  0.0273
N -3.08277 0.74174 0.92448  0.0969
C -4.12241 0.21328 0.06919  -0.1603
C -3.92977 -1.26626 -0.26973  -0.0687
C -3.00171 -1.64123 -1.42804  -0.5047
O -3.00316 -2.78575 -1.84549  0.0428
N -2.22573 -0.67652 -1.94012  0.0822
C -1.33910 -0.95174 -3.05115  -0.1525
C -0.10587 -1.78532 -2.68339  -0.1187
C 0.96629 -1.14201 -1.78597  -0.4253
C 2.17933 -2.08541 -1.77896  -0.1007
C 3.29980 -1.52373 -0.90773  -0.2935
C 3.73493 -0.16817 -1.45993  -0.1208
C 2.54076 0.78351 -1.44876  -0.2839
C 2.03671 0.95277 -0.01728  -0.1087
C 1.60459 -0.40696 0.52746  -0.2816
C 2.79718 -1.36010 0.52474  -0.1181
C 0.48172 -0.97148 -0.34279  -0.0806
C 1.41101 0.22507 -2.31466  -0.0898
H -1.08058 -0.19287 4.95081  0.0981
H -1.45197 -1.58379 3.90370  0.0987
H 0.17313 -0.86120 3.86380  0.0959
H 0.49098 1.39503 4.41467  0.1048
H 1.50688 3.54192 3.89664  0.1076
H 0.86673 4.77052 1.84372  0.1049
H -0.81336 3.77087 0.31653  0.1230
H -3.04630 0.40393 1.87300  0.1307
H -5.07429 0.33076 0.59827  0.1227
H -4.15802 0.82434 -0.83563  0.1261
H -4.89811 -1.70706 -0.51583  0.1199
H -3.55949 -1.79506 0.61318  0.1213
H -2.22082 0.26683 -1.56952  0.0807
H -1.05323 0.00047 -3.49684  0.1181
H -1.90584 -1.53158 -3.78838  0.1237
H -0.46188 -2.70081 -2.20708  0.1169
H 0.36893 -2.06915 -3.62620  0.1209
H 1.87499 -3.06592 -1.40510  0.1282
H 2.54537 -2.21884 -2.79991  0.1246
H 4.15093 -2.21498 -0.91987  0.1388
H 4.10935 -0.28578 -2.47951  0.1188
H 4.54409 0.24254 -0.85106  0.1182
H 2.84806 1.75903 -1.84341  0.1404
H 1.19202 1.64370 -0.00222  0.1046
H 2.82401 1.37440 0.61312  0.1236
H 1.23844 -0.28277 1.55386  0.1223
H 2.50064 -2.33210 0.92690  0.1192
H 3.59445 -0.96298 1.15835  0.1188
H -0.36551 -0.28761 -0.31318  0.1002
H 0.14958 -1.93512 0.05195  0.1347
H 0.57384 0.92466 -2.28790  0.1186
H 1.74652 0.13029 -3.35039  0.1309

***

b) This record from the OMol25 dataset describes C23H32N2O3 as an isolated structure. The level of theory is ωB97M-V/def2-TZVPD.

Each line ends with the Löwdin charge.
Positions of all 60 atoms, in Å:
C 5.55247 0.44425 -3.14396  -0.0002
H 5.47903 1.51389 -3.46916  0.0936
O 4.38311 0.26113 -2.21372  -0.0445
C 4.24850 -0.89897 -1.75500  -0.3912
C 4.90378 -2.00685 -2.29604  0.0203
C 4.67135 -3.23943 -1.48828  -0.0547
C 3.77729 -3.20534 -0.43557  -0.1246
C 2.94167 -2.24096 -0.22269  -0.2448
C 3.31289 -1.04179 -0.81922  -0.1221
O 2.65698 0.24406 -0.42563  -0.0585
H 1.89600 -0.26158 0.20525  0.0731
C 1.99742 -2.33459 0.93682  0.0101
N 0.79947 -1.20492 0.52584  -0.1456
C 0.05239 -0.94518 1.94931  -0.0338
H 0.75161 -0.47536 2.45883  0.0443
C -0.85911 0.20290 1.55216  -0.2053
N -1.86422 -0.18789 0.44095  -0.1359
C -2.87507 -1.13330 1.03200  -0.1381
C -4.25808 -0.44460 1.54831  -0.2328
H -4.75876 -1.06204 2.14327  0.0774
H -3.73775 0.28897 2.19835  0.1238
C -4.72837 0.33813 0.60072  -0.3155
C -4.07808 1.48967 0.01683  -0.2306
C -3.79612 2.69937 0.86551  -0.0210
C -3.29890 3.55511 0.09508  -0.2367
C -2.71049 3.76181 -1.01815  -0.1904
C -2.76328 2.79537 -1.90812  0.0889
C -3.60372 1.41385 -1.30291  0.1042
H -3.53715 0.72426 -1.91354  -0.0118
H -2.36982 2.67270 -2.76731  0.0207
H -2.11788 4.49102 -1.39857  0.0906
H -3.05975 4.62859 0.72762  0.1762
H -4.36636 2.72457 1.73387  0.1066
H -5.06908 -0.17738 -0.45014  0.1700
H -5.75190 0.82787 0.84021  0.1629
H -2.67145 -2.01193 1.92358  0.1573
H -3.40802 -1.88310 0.04083  0.1825
C -1.08284 -0.84946 -0.42020  -0.2566
H -1.86762 -1.43658 -1.31102  0.1611
C 0.01029 -2.06327 -0.13706  -0.1950
H 0.47563 -2.10160 -1.00952  0.0884
H -0.38664 -2.86991 0.39366  0.1125
H -0.57855 -0.09228 -1.21381  0.1632
C -0.25635 1.58194 0.92807  -0.0785
H -1.10488 2.01085 0.62677  0.0562
C 0.38422 2.29220 2.01325  -0.1681
O 1.73524 1.72557 2.25055  -0.0865
H 2.18914 1.75544 1.40699  0.0566
H -0.06763 2.08006 2.94806  0.1256
H 0.77025 3.14244 1.75237  0.0690
H 0.21712 1.23966 0.07789  0.0812
H -1.61377 0.34571 2.33972  0.1351
H -0.63673 -1.75979 2.35185  0.1387
H 2.43180 -1.64026 1.96567  0.2121
H 1.60344 -3.07163 1.32471  0.0071
H 3.35142 -4.26821 0.20329  0.1927
H 5.09428 -4.20314 -1.87340  0.1077
H 5.78957 -2.13091 -2.81363  0.0708
H 5.29416 -0.25498 -4.05774  0.1255
H 6.50783 0.24583 -2.55377  0.1168

***

In order of decreasing stability: a), b).